No. 1
# C3H6N2S2

A structure of composition C3H6N2S2 at a distorted geometry (ωB97M-V/def2-TZVPD, the OMol25 dataset).

The geometry in XYZ format:
```
13
Properties=species:S:1:pos:R:3
C -1.930 -1.327 0.075
C 0.198 0.092 0.132
C 1.317 0.709 -0.645
N -1.498 1.032 -0.044
N -2.381 0.134 -0.083
S -3.964 0.546 0.050
S -0.184 -1.525 -0.379
H -2.173 -1.621 1.095
H -2.600 -1.976 -0.422
H 0.435 0.131 1.205
H 1.336 0.478 -1.682
H 2.168 0.303 -0.182
H 1.334 1.772 -0.512
```

## Properties
multiplicity	1
gap between HOMO and LUMO (spin up / spin down)	8.32 / 8.32	eV
HOMO level (spin up / spin down)	-0.3093 / -0.3094	Ha

---

No. 2
# C18H36F6Li3N3O30S6

A structure of composition C18H36F6Li3N3O30S6 at a distorted geometry (ωB97M-V/def2-TZVPD, the OMol25 dataset).

The geometry in XYZ format:
```
102
Properties=species:S:1:pos:R:3
Li 10.836 2.928 -4.920
Li 10.374 1.008 -6.371
Li 8.976 4.104 -2.453
N 11.177 2.659 -6.815
S 12.799 2.437 -7.395
O 13.811 3.454 -7.187
O 13.083 1.447 -8.467
F 13.165 1.634 -6.060
S 10.977 3.526 -8.004
O 10.822 2.934 -9.325
O 11.505 4.834 -7.828
F 9.436 3.837 -7.725
N 10.084 1.129 -4.511
S 8.507 1.188 -3.743
O 8.375 1.745 -2.429
O 7.487 0.207 -4.160
F 8.014 2.445 -4.591
S 10.462 0.005 -3.562
O 10.288 -1.349 -4.093
O 10.443 0.253 -2.115
F 11.989 0.236 -3.758
N 16.695 -0.214 -2.503
S 16.432 -1.886 -3.043
O 16.269 -1.978 -4.471
O 15.766 -2.838 -2.155
F 18.022 -2.202 -2.861
S 15.210 0.019 -2.572
O 14.336 -0.371 -1.474
O 14.613 0.269 -3.892
F 15.507 1.534 -2.174
C 5.272 4.403 -0.868
O 5.026 5.056 -2.068
C 6.033 5.154 -2.960
O 7.157 4.698 -2.858
O 5.668 6.068 -3.941
C 6.530 6.359 -5.032
H 6.116 4.861 -0.352
H 5.549 3.376 -1.102
H 4.375 4.389 -0.248
H 7.513 6.745 -4.761
H 6.065 7.042 -5.742
H 6.675 5.471 -5.648
C 7.125 -6.518 0.401
O 7.766 -5.821 -0.670
C 8.091 -6.358 -1.939
O 7.744 -7.420 -2.392
O 9.084 -5.528 -2.605
C 9.409 -4.286 -1.980
H 7.946 -7.116 0.797
H 6.394 -7.216 -0.007
H 6.795 -5.967 1.282
H 9.985 -4.388 -1.060
H 8.488 -3.718 -1.849
H 10.050 -3.697 -2.636
C 10.725 -1.295 -9.716
O 11.808 -1.864 -8.938
C 11.730 -1.640 -7.607
O 11.066 -0.711 -7.072
O 12.760 -2.391 -7.090
C 13.378 -2.006 -5.898
H 10.848 -0.212 -9.679
H 9.794 -1.657 -9.281
H 10.746 -1.760 -10.702
H 12.653 -1.827 -5.104
H 13.978 -1.097 -5.948
H 14.044 -2.784 -5.526
C 5.458 2.450 -7.056
O 4.845 1.320 -7.608
C 3.759 1.438 -8.487
O 3.509 2.466 -9.132
O 3.297 0.242 -8.647
C 2.211 0.025 -9.583
H 5.837 3.160 -7.791
H 6.320 2.155 -6.457
H 4.662 2.930 -6.488
H 2.380 0.683 -10.435
H 1.214 0.206 -9.182
H 2.197 -0.989 -9.984
C 8.731 0.998 0.979
O 8.502 2.301 1.377
C 7.250 2.796 1.702
O 7.099 4.022 1.887
O 6.186 1.879 1.528
C 4.844 2.296 1.836
H 9.766 0.745 1.210
H 8.605 0.846 -0.093
H 8.096 0.289 1.511
H 4.209 1.477 1.499
H 4.442 3.237 1.461
H 4.670 2.376 2.909
C 4.886 1.186 -2.601
O 4.038 1.479 -1.529
C 2.827 0.813 -1.269
O 2.192 0.771 -0.236
O 2.429 0.129 -2.412
C 1.145 -0.499 -2.529
H 5.564 2.010 -2.826
H 4.312 0.975 -3.503
H 5.419 0.297 -2.265
H 0.465 0.212 -2.999
H 0.804 -0.936 -1.591
H 1.183 -1.274 -3.295
```

## Properties
multiplicity	1
gap between HOMO and LUMO	5.01	eV
HOMO level	-0.3168	Ha

---

No. 3
# C30H36F7N3O5PS

A cluster of 2 separate species, C30H36F7N3O5PS in total at a distorted geometry (ωB97M-V/def2-TZVPD, the OMol25 dataset).

The geometry in XYZ format:
```
83
Properties=species:S:1:pos:R:3
C 1.488 -2.608 2.903
C 0.991 -2.316 1.471
N 0.617 -0.906 1.257
C 1.588 -0.029 0.890
C 3.012 -0.481 0.745
C 3.303 -0.865 -0.745
C 4.690 -0.405 -1.194
O 3.211 -2.280 -0.922
C 1.268 1.313 0.661
C 2.280 2.329 0.227
C 2.474 2.384 -1.287
C 1.455 2.094 -2.197
C 1.676 2.131 -3.569
C 2.937 2.463 -4.061
C 3.950 2.785 -3.159
C 3.729 2.745 -1.791
C -0.067 1.706 0.823
C -0.368 3.171 0.545
O -0.858 3.497 -0.476
O 0.055 3.994 1.503
C -0.944 4.963 2.001
N -0.330 5.990 2.751
C 0.391 6.980 1.932
C -1.050 0.787 1.221
S -2.747 1.361 1.483
O -3.210 0.996 2.786
O -2.841 2.758 1.204
C -3.749 0.533 0.125
F -4.005 1.496 -0.769
F -3.018 -0.390 -0.510
C -5.135 -0.028 0.551
F -5.559 -0.750 -0.503
F -5.075 -0.850 1.592
C -6.215 1.070 0.807
F -5.728 2.073 1.511
F -7.196 0.500 1.497
F -6.713 1.500 -0.332
C -0.687 -0.542 1.433
P -2.044 -1.719 1.924
C -2.129 -3.041 0.646
C -1.712 -2.455 3.573
H 0.874 -3.393 3.328
H 2.528 -2.905 2.935
H 1.321 -1.741 3.537
H 0.155 -2.953 1.225
H 1.763 -2.590 0.771
H 3.695 0.279 1.095
H 3.202 -1.374 1.328
H 2.522 -0.474 -1.390
H 5.384 -1.209 -0.952
H 5.015 0.481 -0.659
H 4.737 -0.268 -2.268
H 3.758 -2.707 -0.255
H 3.264 2.137 0.640
H 2.011 3.324 0.566
H 0.471 1.843 -1.827
H 0.874 1.884 -4.247
H 3.109 2.470 -5.126
H 4.919 3.048 -3.559
H 4.506 2.993 -1.081
H -1.689 4.457 2.604
H -1.458 5.424 1.165
H 0.286 5.595 3.448
H 1.430 7.052 2.242
H -0.059 7.962 2.037
H 0.393 6.719 0.876
H -1.344 -2.922 -0.093
H -1.987 -4.016 1.109
H -3.097 -3.037 0.165
H -2.632 -2.364 4.140
H -1.523 -3.520 3.456
H -0.920 -1.973 4.131
N -1.229 -4.900 -1.820
C -1.124 -6.210 -2.043
C -0.788 -6.755 -3.272
C -0.551 -5.895 -4.332
C -0.657 -4.530 -4.119
C -0.996 -4.088 -2.850
H -1.321 -6.850 -1.190
H -0.717 -7.827 -3.395
H -0.288 -6.281 -5.307
H -0.483 -3.823 -4.918
H -1.089 -3.025 -2.644
```

## Properties
multiplicity	1
total charge	+1
gap between HOMO and LUMO	7.25	eV
HOMO level	-0.4148	Ha

---

No. 4
# C34H43F7I2NO18

A cluster of 7 separate species, C34H43F7I2NO18 in total at a distorted geometry (ωB97M-V/def2-TZVPD, the OMol25 dataset).

The geometry in XYZ format:
```
105
Properties=species:S:1:pos:R:3
C 2.827 2.552 1.809
C 3.347 3.069 0.468
C 2.906 2.251 -0.787
C 2.344 0.891 -0.471
C 0.963 0.723 -0.443
C -0.022 1.857 -0.660
C -0.647 1.748 -2.038
F -1.039 1.677 0.277
C 0.407 -0.526 -0.186
C 1.282 -1.569 0.047
C 2.658 -1.401 0.022
C 3.474 -2.646 0.264
C 3.213 -3.667 -0.912
C 4.530 -4.264 -1.448
I 1.935 -5.276 -0.329
N 3.177 -0.168 -0.214
C 4.635 0.060 -0.194
I 5.468 -0.255 1.774
C 5.398 -0.723 -1.288
C 6.426 0.197 -1.948
H 3.359 3.086 2.595
H 3.013 1.496 1.987
H 1.780 2.809 1.952
H 4.425 3.212 0.465
H 2.936 4.068 0.339
H 2.238 2.837 -1.402
H 3.786 2.088 -1.406
H 0.410 2.834 -0.481
H 0.098 1.506 -2.795
H -1.121 2.682 -2.322
H -1.375 0.939 -2.048
H -0.662 -0.662 -0.153
H 0.866 -2.545 0.243
H 3.108 -3.127 1.165
H 4.541 -2.498 0.302
H 2.790 -3.107 -1.743
H 5.305 -3.505 -1.481
H 4.340 -4.645 -2.449
H 4.820 -5.109 -0.830
H 4.847 1.100 -0.367
H 5.966 -1.505 -0.793
H 4.694 -1.168 -1.989
H 5.953 0.918 -2.613
H 6.912 0.773 -1.158
H 7.206 -0.365 -2.447
C -0.578 -0.314 3.337
C -2.020 -0.424 3.764
O -1.912 -1.023 5.041
C -0.707 -0.648 5.557
O -0.400 -0.746 6.695
O 0.094 -0.139 4.584
F -2.725 -1.247 2.939
H -0.223 -1.231 2.859
H -0.398 0.531 2.675
H -2.535 0.530 3.853
C -4.707 5.466 -1.267
C -3.669 4.372 -1.294
O -2.473 5.087 -1.573
C -2.643 6.345 -1.053
O -1.758 7.111 -0.872
O -3.940 6.577 -0.776
F -3.891 3.487 -2.300
H -5.089 5.692 -2.253
H -5.540 5.247 -0.605
H -3.556 3.827 -0.355
C -1.492 -9.022 -0.428
C -0.040 -8.614 -0.351
O 0.630 -9.851 -0.386
C -0.163 -10.720 -1.087
O 0.195 -11.757 -1.521
O -1.420 -10.216 -1.208
F 0.250 -7.985 0.828
H -1.899 -9.251 0.558
H -2.121 -8.278 -0.911
H 0.299 -7.996 -1.183
C -6.819 9.941 -1.401
C -8.174 9.825 -2.060
O -7.980 8.740 -2.955
C -7.022 7.943 -2.418
O -6.798 6.829 -2.768
O -6.363 8.582 -1.428
F -8.492 10.934 -2.764
H -6.139 10.564 -1.982
H -6.867 10.315 -0.382
H -8.992 9.587 -1.378
C 3.384 -7.553 -5.564
C 2.530 -6.368 -5.179
O 1.412 -6.979 -4.560
C 1.859 -8.157 -4.026
O 1.268 -8.794 -3.223
O 3.067 -8.489 -4.531
F 2.113 -5.670 -6.262
H 3.094 -7.961 -6.533
H 4.448 -7.332 -5.573
H 3.003 -5.680 -4.473
C -3.632 3.598 7.393
C -3.191 2.186 7.698
O -2.888 1.680 6.403
C -2.508 2.742 5.644
O -1.941 2.654 4.602
O -2.851 3.905 6.230
F -4.189 1.455 8.238
H -4.692 3.645 7.144
H -3.421 4.296 8.198
H -2.305 2.108 8.329
```

## Properties
multiplicity	1
total charge	+1
gap between HOMO and LUMO	8.27	eV
HOMO level	-0.4543	Ha

---

> Number 4 is which compound?

C34H43F7I2NO18

---

Copy entry 3 word for word.
# C30H36F7N3O5PS

A cluster of 2 separate species, C30H36F7N3O5PS in total at a distorted geometry (ωB97M-V/def2-TZVPD, the OMol25 dataset).

The geometry in XYZ format:
```
83
Properties=species:S:1:pos:R:3
C 1.488 -2.608 2.903
C 0.991 -2.316 1.471
N 0.617 -0.906 1.257
C 1.588 -0.029 0.890
C 3.012 -0.481 0.745
C 3.303 -0.865 -0.745
C 4.690 -0.405 -1.194
O 3.211 -2.280 -0.922
C 1.268 1.313 0.661
C 2.280 2.329 0.227
C 2.474 2.384 -1.287
C 1.455 2.094 -2.197
C 1.676 2.131 -3.569
C 2.937 2.463 -4.061
C 3.950 2.785 -3.159
C 3.729 2.745 -1.791
C -0.067 1.706 0.823
C -0.368 3.171 0.545
O -0.858 3.497 -0.476
O 0.055 3.994 1.503
C -0.944 4.963 2.001
N -0.330 5.990 2.751
C 0.391 6.980 1.932
C -1.050 0.787 1.221
S -2.747 1.361 1.483
O -3.210 0.996 2.786
O -2.841 2.758 1.204
C -3.749 0.533 0.125
F -4.005 1.496 -0.769
F -3.018 -0.390 -0.510
C -5.135 -0.028 0.551
F -5.559 -0.750 -0.503
F -5.075 -0.850 1.592
C -6.215 1.070 0.807
F -5.728 2.073 1.511
F -7.196 0.500 1.497
F -6.713 1.500 -0.332
C -0.687 -0.542 1.433
P -2.044 -1.719 1.924
C -2.129 -3.041 0.646
C -1.712 -2.455 3.573
H 0.874 -3.393 3.328
H 2.528 -2.905 2.935
H 1.321 -1.741 3.537
H 0.155 -2.953 1.225
H 1.763 -2.590 0.771
H 3.695 0.279 1.095
H 3.202 -1.374 1.328
H 2.522 -0.474 -1.390
H 5.384 -1.209 -0.952
H 5.015 0.481 -0.659
H 4.737 -0.268 -2.268
H 3.758 -2.707 -0.255
H 3.264 2.137 0.640
H 2.011 3.324 0.566
H 0.471 1.843 -1.827
H 0.874 1.884 -4.247
H 3.109 2.470 -5.126
H 4.919 3.048 -3.559
H 4.506 2.993 -1.081
H -1.689 4.457 2.604
H -1.458 5.424 1.165
H 0.286 5.595 3.448
H 1.430 7.052 2.242
H -0.059 7.962 2.037
H 0.393 6.719 0.876
H -1.344 -2.922 -0.093
H -1.987 -4.016 1.109
H -3.097 -3.037 0.165
H -2.632 -2.364 4.140
H -1.523 -3.520 3.456
H -0.920 -1.973 4.131
N -1.229 -4.900 -1.820
C -1.124 -6.210 -2.043
C -0.788 -6.755 -3.272
C -0.551 -5.895 -4.332
C -0.657 -4.530 -4.119
C -0.996 -4.088 -2.850
H -1.321 -6.850 -1.190
H -0.717 -7.827 -3.395
H -0.288 -6.281 -5.307
H -0.483 -3.823 -4.918
H -1.089 -3.025 -2.644
```

## Properties
multiplicity	1
total charge	+1
gap between HOMO and LUMO	7.25	eV
HOMO level	-0.4148	Ha